Entry 1:
Computed, not measured: C4H5NOS2 in the gas phase, with ωB97M-V with the def2-TZVPD basis set.

Results
ΔE to the lowest compared entry with this formula, charge and spin   71.3 kJ/mol
Frontier orbital gap   7.91 eV
E_LUMO   -1.2 eV
HOMO level   -9.1 eV
SMILES string   O=CCC(=S)NC=S

Geometry (Å):
O: -3.24054 -1.68319 -0.47664
C: -2.67945 -0.62742 -0.30640
C: -1.65129 -0.41197 0.79366
C: -0.47806 0.40231 0.32630
S: -0.63566 1.97009 -0.13720
N: 0.70072 -0.30030 0.27914
C: 1.93000 0.16144 -0.12218
S: 3.26951 -0.74944 -0.13350
H: -2.90059 0.24978 -0.93122
H: -2.16166 0.15213 1.60199
H: -1.38053 -1.40559 1.21902
H: 0.70901 -1.28156 0.58808
H: 1.88434 1.17637 -0.43578

---

Entry 2:
Computed, not measured: 5 unconnected molecules or ions with the total composition C24H27F33N2O6S, with ωB97M-V with the def2-TZVPD basis set.

Results
ΔE to the lowest compared entry with this formula, charge and spin   0.0 kJ/mol
Frontier orbital gap   9.77 eV
E_LUMO   0.4 eV
HOMO level   -9.4 eV
SMILES string   FC(F)C(F)(F)COC(F)(F)C(F)F.FC(F)C(F)(F)COC(F)(F)C(F)F.FC(F)C(F)(F)COC(F)(F)C(F)F.FC(F)C(F)(F)COC(F)(F)C(F)F.CCCCNNS(=O)(=O)F

Geometry (Å):
F: 0.23339 -0.55658 3.89801
C: -0.88829 -1.01113 3.30241
F: -0.52812 -1.69910 2.19757
C: -1.78566 0.15821 2.88724
F: -1.15108 0.91495 1.97008
F: -2.86328 -0.41660 2.27536
C: -2.35387 1.05365 3.99524
O: -1.67216 2.27868 4.21651
C: -0.64749 2.37994 5.10713
F: -0.43628 1.23903 5.78417
F: -0.98447 3.32791 6.01631
C: 0.64606 2.87983 4.44950
F: 1.07468 2.01281 3.50471
F: 1.60508 2.97043 5.39674
H: -1.41612 -1.68524 3.98182
H: -3.33119 1.35419 3.63339
H: -2.51786 0.50219 4.92107
H: 0.48834 3.85775 3.99150
F: 3.75005 2.30850 -2.40312
C: 4.58482 3.33761 -2.65093
F: 5.77736 2.82267 -3.03030
C: 4.79879 4.18697 -1.39222
F: 5.40088 3.44312 -0.44190
F: 5.67450 5.16377 -1.77296
C: 3.58234 4.91895 -0.80433
O: 2.95503 4.30889 0.30649
C: 1.93159 3.41631 0.14734
F: 1.55925 3.29485 -1.13786
F: 0.86165 3.88854 0.83150
C: 2.28383 2.05656 0.75716
F: 3.37074 1.55762 0.11781
F: 1.25902 1.20908 0.56848
H: 4.18494 3.94349 -3.46762
H: 3.98860 5.84918 -0.40981
H: 2.86759 5.18816 -1.58244
H: 2.50316 2.14988 1.81774
F: 5.24071 -1.83959 0.44543
C: 4.39868 -1.23283 -0.41673
F: 3.14269 -1.34922 0.06983
C: 4.45407 -1.90455 -1.79015
F: 4.02492 -3.17980 -1.70526
F: 3.55078 -1.21672 -2.56047
C: 5.78334 -1.84294 -2.55476
O: 6.59336 -2.99998 -2.50045
C: 7.54093 -3.17369 -1.53250
F: 7.65727 -2.10329 -0.73011
F: 8.73332 -3.34113 -2.15203
C: 7.28441 -4.45372 -0.72575
F: 6.09799 -4.37434 -0.09449
F: 8.25531 -4.58588 0.20491
H: 4.65491 -0.17623 -0.49672
H: 5.49533 -1.76406 -3.60240
H: 6.34010 -0.93774 -2.30968
H: 7.28857 -5.32152 -1.38745
F: -7.23431 -2.73182 2.36528
C: -8.43413 -3.02598 1.82525
F: -8.22545 -3.67045 0.65747
C: -9.22822 -1.74598 1.54548
F: -8.58345 -0.99986 0.62734
F: -10.40169 -2.17075 0.98967
C: -9.62426 -0.87912 2.74906
O: -8.81889 0.25703 3.00091
C: -7.73101 0.20512 3.82169
F: -7.58365 -0.99414 4.40874
F: -7.91436 1.11312 4.80874
C: -6.45492 0.62152 3.07880
F: -6.20391 -0.22213 2.06497
F: -5.41052 0.56403 3.94627
H: -8.98595 -3.68558 2.50002
H: -10.59576 -0.46638 2.48146
H: -9.77115 -1.48347 3.64464
H: -6.55234 1.63749 2.69302
C: -1.44204 0.76323 -1.80609
C: -0.56274 -0.46846 -1.59616
C: -0.70516 -1.53294 -2.69940
C: 0.59194 -1.83992 -3.44755
N: 0.77347 -1.01514 -4.64838
N: -0.05826 -1.53698 -5.70634
S: 0.60837 -1.45803 -7.19173
O: 1.99672 -1.72338 -7.08274
O: -0.22969 -2.12799 -8.10866
F: 0.48163 0.07160 -7.53395
H: -2.49836 0.52083 -1.67187
H: -1.29311 1.20370 -2.79515
H: -1.19722 1.53123 -1.06877
H: -0.86161 -0.91440 -0.64523
H: 0.47788 -0.17029 -1.46857
H: -1.04860 -2.46921 -2.25473
H: -1.48549 -1.24839 -3.41153
H: 0.58225 -2.90021 -3.73878
H: 1.46855 -1.71759 -2.81370
H: 1.73925 -1.09077 -4.94625
H: -0.92633 -1.00739 -5.71629